1.
Formula: C4H10O2
Source: the OMol25 dataset
Level of theory: ωB97M-V with the def2-TZVPD basis set

```
16
C4H10O2, DFT ωB97M-V with the def2-TZVPD basis set
C -1.54 -0.72 0.10
C -0.60 0.43 -0.25
C 0.35 0.03 -1.35
O 1.53 0.30 -1.38
C 0.17 0.96 0.97
O 0.91 2.12 0.68
H -2.04 -1.13 -0.79
H -0.99 -1.54 0.59
H -2.32 -0.38 0.79
H -1.19 1.26 -0.67
H -0.10 -0.55 -2.19
H 1.89 -2.28 0.41
H 2.08 -1.73 -0.05
H -0.55 1.22 1.76
H 0.81 0.15 1.35
H 1.58 1.85 0.04
```

The value obtained for the highest occupied orbital energy is -10.05 eV. The calculation puts the orbital gap at 10.81 eV. The value obtained for the total energy is -308.83530 Ha. Its SMILES is C[C@H](C=O)CO.[H][H]. The energy above the lowest of the compared OMol25 structures with the same formula, charge and spin comes out at 165.0 kJ/mol.

Löwdin atomic charge list, values in e, 4 entries: atom 1 (C): -0.066, atom 2 (C): -0.332, atom 3 (C): -0.230, atom 4 (O): 0.016

2.
Formula: C10H20Br10
Source: the OMol25 dataset
Level of theory: ωB97M-V with the def2-TZVPD basis set

```
40
C10H20Br10, DFT ωB97M-V with the def2-TZVPD basis set
Br 3.13 5.42 -0.17
C 1.64 4.47 -1.01
C 0.71 5.55 -1.69
Br -0.74 4.66 -2.73
H 1.10 3.93 -0.24
H 2.06 3.74 -1.71
H 1.21 6.23 -2.38
H 0.21 6.21 -0.98
Br -1.66 0.77 -1.42
C -3.20 0.36 -2.59
C -3.04 -1.04 -3.20
Br -1.53 -1.14 -4.38
H -3.24 1.19 -3.30
H -4.05 0.47 -1.91
H -3.77 -1.32 -3.95
H -2.83 -1.78 -2.43
Br 1.71 -4.07 -1.11
C 3.13 -3.13 -0.01
C 2.57 -2.34 1.20
Br 1.49 -3.71 2.20
H 3.87 -2.61 -0.62
H 3.70 -3.96 0.40
H 1.88 -1.53 1.01
H 3.33 -1.87 1.83
Br 1.08 -1.22 3.15
C -0.53 -2.29 3.54
C -0.91 -2.93 2.22
Br -2.58 -3.95 2.52
H -1.16 -1.47 3.90
H -0.41 -3.00 4.36
H -0.11 -3.61 1.91
H -1.05 -2.14 1.49
Br 1.15 -0.78 0.11
C -0.21 0.14 1.25
C -0.61 1.39 0.52
Br 0.84 2.71 0.47
H 0.27 0.31 2.21
H -1.04 -0.57 1.29
H -1.59 1.82 0.77
H -0.82 1.12 -0.51
```

The value obtained for the highest occupied orbital energy is -8.09 eV. The calculation puts the orbital gap at 8.11 eV. The value obtained for the total energy is -26132.48830 Ha. The energy above the lowest of the compared OMol25 structures with the same formula, charge and spin comes out at 1840.9 kJ/mol.

Löwdin atomic charge list, values in e, 4 entries: atom 1 (Br): 0.609, atom 2 (C): -0.842, atom 3 (C): -0.624, atom 4 (Br): 0.564

3.
Formula: C6H16N2
Source: the OMol25 dataset
Level of theory: ωB97M-V with the def2-TZVPD basis set

```
24
C6H16N2, DFT ωB97M-V with the def2-TZVPD basis set
C -1.13 0.66 1.54
C 0.18 1.06 2.23
N 0.93 1.93 1.30
N -1.81 -0.38 2.36
H -1.75 1.55 1.38
H -0.88 0.24 0.54
H -0.04 1.54 3.18
H 0.78 0.13 2.43
H 1.83 2.17 1.73
H 0.43 2.80 1.18
H -2.10 0.00 3.24
H -2.68 -0.66 1.89
C 0.31 -1.51 -1.70
C 0.72 -0.30 -2.14
C 2.17 0.10 -2.27
C -1.13 -1.96 -1.56
H 1.08 -2.24 -1.40
H -0.02 0.43 -2.44
H 2.41 0.45 -3.29
H 2.36 0.94 -1.60
H 2.82 -0.75 -2.02
H -1.78 -1.23 -2.01
H -1.40 -2.08 -0.49
H -1.29 -2.92 -2.08
```

The value obtained for the highest occupied orbital energy is -8.87 eV. The calculation puts the orbital gap at 10.00 eV. The value obtained for the total energy is -347.68094 Ha. Its SMILES is C/C=C/C.NCCN. The energy above the lowest of the compared OMol25 structures with the same formula, charge and spin comes out at 115.2 kJ/mol.

Löwdin atomic charge list, values in e, 4 entries: atom 1 (C): -0.295, atom 2 (C): -0.306, atom 3 (N): -0.023, atom 4 (N): -0.019

4.
Formula: C20H31BrN3O3
Source: the OMol25 dataset
Level of theory: ωB97M-V with the def2-TZVPD basis set

```
58
C20H31BrN3O3, DFT ωB97M-V with the def2-TZVPD basis set
C -0.49 -5.37 -0.30
C 0.67 -4.47 0.07
H 1.13 -4.78 1.02
H 1.44 -4.46 -0.70
O 0.16 -3.13 0.24
C 1.03 -2.18 0.51
O 2.24 -2.42 0.61
C 0.44 -0.87 0.66
C 1.05 0.29 1.15
N 0.15 1.31 1.17
C -1.05 0.85 0.68
C -2.25 1.52 0.49
C -3.30 0.80 -0.03
C -3.20 -0.57 -0.36
C -1.99 -1.22 -0.17
C -0.91 -0.51 0.35
H -1.88 -2.27 -0.42
O -4.32 -1.12 -0.84
C -4.32 -2.49 -1.19
H -5.33 -2.70 -1.53
H -4.09 -3.12 -0.33
H -3.61 -2.69 -2.00
Br -4.98 1.64 -0.31
H -2.38 2.57 0.72
C 0.38 2.63 1.68
H 1.10 3.18 1.06
H -0.56 3.18 1.67
H 0.74 2.60 2.71
C 2.44 0.48 1.69
N 3.44 -0.18 0.84
H 3.56 0.30 -0.10
C 4.84 -0.11 1.32
H 5.32 -1.06 1.09
H 4.88 0.05 2.40
C 5.52 1.04 0.55
N 4.96 1.06 -0.80
C 4.75 2.40 -1.35
C 3.50 3.05 -0.77
H 3.61 3.25 0.30
H 3.33 4.00 -1.27
H 2.63 2.42 -0.94
H 4.62 2.29 -2.43
H 5.62 3.04 -1.17
C 5.63 0.14 -1.72
C 7.02 0.57 -2.18
H 7.70 0.68 -1.34
H 7.43 -0.20 -2.84
H 6.98 1.50 -2.73
H 4.98 0.04 -2.60
H 5.69 -0.83 -1.24
H 5.30 1.99 1.04
H 6.60 0.90 0.56
H 3.08 -1.19 0.71
H 2.67 1.54 1.78
H 2.50 0.03 2.69
H -0.14 -6.39 -0.40
H -1.26 -5.34 0.48
H -0.93 -5.05 -1.24
```

The charge is +1. The value obtained for the highest occupied orbital energy is -10.62 eV. The calculation puts the orbital gap at 8.25 eV. The value obtained for the total energy is -3744.50490 Ha. Its SMILES is CCOC(=O)c1c(C[NH2+]CCN(CC)CC)n(C)c2cc(Br)c(OC)cc12. The energy above the lowest of the compared OMol25 structures with the same formula, charge and spin comes out at 19.0 kJ/mol.

Löwdin atomic charge list, values in e, 4 entries: atom 1 (C): -0.052, atom 2 (C): -0.194, atom 3 (H): 0.134, atom 4 (H): 0.132